No. 1
Entry from the Open Molecules 2025 dataset: a structure of composition C20H35N7RuSSb2 at a distorted geometry (ωB97M-V/def2-TZVPD).

Atoms and positions in Å:
Ru (-0.4296, 0.3809, 0.4151)
C (-0.6949, -2.6466, -0.1680)
Sb (0.2716, -1.4837, -1.7332)
C (-0.9281, -2.1938, -3.3852)
C (1.9656, -2.9907, -2.0147)
C (3.2144, -2.3455, -2.3740)
C (3.5165, -2.1355, -3.7255)
C (4.6828, -1.5142, -4.1131)
C (5.5893, -1.0610, -3.1433)
C (5.2960, -1.2093, -1.8037)
C (4.1412, -1.8810, -1.3859)
C (3.9533, -2.1461, 0.0316)
Sb (2.2978, -0.8964, 0.9691)
C (2.6817, 0.8953, -0.2060)
C (3.4036, -0.4104, 2.7680)
H (0.0274, -3.3064, 0.3095)
H (-1.5072, -3.2487, -0.5674)
H (-1.0959, -1.9577, 0.6025)
H (-1.1293, -3.2532, -3.2364)
H (-0.3754, -2.0556, -4.3103)
H (-1.8604, -1.6417, -3.4546)
H (1.5816, -3.6125, -2.8149)
H (1.9810, -3.5267, -1.0715)
H (2.8212, -2.4898, -4.4697)
H (4.8945, -1.3562, -5.1588)
H (6.5217, -0.6105, -3.4465)
H (5.9943, -0.8530, -1.0600)
H (4.8164, -1.8375, 0.6135)
H (3.6971, -3.1769, 0.2637)
H (3.4992, 1.4780, 0.2062)
H (1.7798, 1.5234, -0.2323)
H (2.9374, 0.6163, -1.2270)
H (4.0776, 0.4250, 2.5915)
H (3.9910, -1.2863, 3.0250)
H (2.7388, -0.1988, 3.6010)
C (-4.6840, 2.1357, 2.0404)
N (-3.5412, 2.4836, 2.8582)
C (-3.7550, 3.5168, 3.8609)
C (-2.3501, 1.8869, 2.6660)
N (-2.1470, 0.8444, 1.9055)
N (-1.2920, 2.4377, 3.3652)
C (0.0507, 2.2491, 3.1756)
N (0.8331, 2.8453, 4.0882)
N (0.5314, 1.5663, 2.1806)
H (-5.2936, 3.0248, 1.8888)
H (-5.2980, 1.3603, 2.5072)
H (-4.3592, 1.7931, 1.0585)
H (-4.8217, 3.7219, 3.9415)
H (-3.2635, 4.4515, 3.5775)
H (-3.4128, 3.1938, 4.8472)
H (-3.0068, 0.3951, 1.5986)
H (-1.5381, 3.0844, 4.1036)
H (0.4611, 3.3844, 4.8525)
H (1.8354, 2.8308, 4.0127)
H (1.5498, 1.6105, 2.1635)
S (-1.0872, 1.8872, -1.6516)
C (-2.4617, 0.9325, -1.7714)
N (-3.4718, 1.2264, -2.6463)
C (-4.6232, 0.5353, -2.6424)
C (-4.7909, -0.4976, -1.7507)
C (-3.6923, -0.8314, -0.9454)
N (-2.5659, -0.1510, -0.9696)
H (-3.3254, 1.9989, -3.2932)
H (-5.3845, 0.8179, -3.3562)
H (-5.7119, -1.0551, -1.6925)
H (-3.7356, -1.6730, -0.2676)

Its LUMO energy (spin up / spin down) is -9.25 / -11.15 eV. As for the relative energy (zero: lowest compared OMol25 entry of this formula, charge and spin): 5.379 eV. The frontier orbital gap (spin up / spin down) comes out at 6.9 / 4.5 eV. As for the charge: +3. As for the spin multiplicity: 2. For the energy, the calculation gives -58203.226 eV.



No. 2
Entry from the Open Molecules 2025 dataset: a structure of composition C20H35O16PS at a distorted geometry (ωB97M-V/def2-TZVPD).

Atoms and positions in Å:
C (0.3096, -2.0385, -0.1857)
C (-0.4542, -0.5717, -0.3870)
C (-0.0683, 0.7732, 0.5286)
C (-0.8618, 2.2285, 0.3343)
C (-2.0498, 2.4101, -0.7969)
C (-2.4349, 1.0951, -1.6971)
C (-1.6525, -0.3687, -1.4918)
C (-2.2284, -1.5920, -2.4759)
O (-3.7103, -1.4182, -2.4672)
P (-4.4058, -1.9720, -0.9685)
O (-3.8069, -3.3660, -0.5131)
O (-4.2295, -0.8762, 0.3752)
O (-6.1521, -2.0973, -1.2648)
S (-6.5527, -0.5340, -1.8629)
H (-0.0345, -2.8428, -0.9873)
H (1.4735, -1.9115, -0.1925)
H (-0.0498, -2.4226, 0.8809)
H (0.7689, 0.6684, 1.3674)
H (-0.6021, 3.1581, 1.0040)
H (-2.6384, 3.4036, -1.0106)
H (-3.3004, 1.1909, -2.5073)
H (-1.8823, -2.6559, -2.1330)
H (-1.8943, -1.4201, -3.5967)
H (-5.1488, -0.6640, 0.7669)
H (-5.8627, 0.4738, -1.1487)
C (4.3114, 3.9918, 3.7006)
O (4.8611, 2.7624, 4.1701)
C (4.0396, 1.6921, 4.0255)
O (2.9174, 1.7093, 3.5445)
O (4.6828, 0.5994, 4.5087)
C (3.9322, -0.6102, 4.4209)
H (5.0529, 4.7784, 3.8656)
H (4.1016, 3.9360, 2.6276)
H (3.4064, 4.2489, 4.2605)
H (3.7072, -0.8499, 3.3767)
H (3.0121, -0.5370, 5.0097)
H (4.5423, -1.4173, 4.8353)
C (3.6776, 0.6044, 7.4292)
O (4.4456, -0.2732, 8.2503)
C (3.7391, -0.8691, 9.2439)
O (2.5497, -0.7128, 9.4713)
O (4.5852, -1.6691, 9.9405)
C (3.9749, -2.3656, 11.0253)
H (4.3425, 1.0246, 6.6695)
H (2.8775, 0.0564, 6.9213)
H (3.2683, 1.4286, 8.0223)
H (3.1865, -3.0322, 10.6611)
H (3.5775, -1.6601, 11.7621)
H (4.7426, -2.9740, 11.5110)
C (-0.2224, 5.9555, -6.7687)
O (0.5456, 5.0778, -5.9477)
C (-0.1609, 4.4819, -4.9541)
O (-1.3503, 4.6382, -4.7267)
O (0.6852, 3.6819, -4.2574)
C (0.0749, 2.9855, -3.1727)
H (0.4425, 6.3756, -7.5284)
H (-1.0225, 5.4074, -7.2766)
H (-0.6317, 6.7796, -6.1756)
H (-0.7135, 2.3188, -3.5369)
H (-0.3225, 3.6909, -2.4359)
H (0.8426, 2.3770, -2.6870)
C (-3.2545, -4.3842, -4.3099)
O (-2.8174, -3.6573, -5.4565)
C (-2.8553, -4.3648, -6.6139)
O (-3.2200, -5.5238, -6.7342)
O (-2.4170, -3.5593, -7.6141)
C (-2.4026, -4.1755, -8.9002)
H (-3.1823, -3.7223, -3.4424)
H (-4.2992, -4.6913, -4.4226)
H (-2.6110, -5.2525, -4.1348)
H (-3.4133, -4.4743, -9.1964)
H (-1.7251, -5.0355, -8.9086)
H (-2.0354, -3.4414, -9.6226)

Its LUMO energy is -0.31 eV. The frontier orbital gap comes out at 8.3 eV. For the energy, the calculation gives -74182.508 eV.



What did the second record say?
Entry from the Open Molecules 2025 dataset: a structure of composition C20H35O16PS at a distorted geometry (ωB97M-V/def2-TZVPD).

Atoms and positions in Å:
C (0.3096, -2.0385, -0.1857)
C (-0.4542, -0.5717, -0.3870)
C (-0.0683, 0.7732, 0.5286)
C (-0.8618, 2.2285, 0.3343)
C (-2.0498, 2.4101, -0.7969)
C (-2.4349, 1.0951, -1.6971)
C (-1.6525, -0.3687, -1.4918)
C (-2.2284, -1.5920, -2.4759)
O (-3.7103, -1.4182, -2.4672)
P (-4.4058, -1.9720, -0.9685)
O (-3.8069, -3.3660, -0.5131)
O (-4.2295, -0.8762, 0.3752)
O (-6.1521, -2.0973, -1.2648)
S (-6.5527, -0.5340, -1.8629)
H (-0.0345, -2.8428, -0.9873)
H (1.4735, -1.9115, -0.1925)
H (-0.0498, -2.4226, 0.8809)
H (0.7689, 0.6684, 1.3674)
H (-0.6021, 3.1581, 1.0040)
H (-2.6384, 3.4036, -1.0106)
H (-3.3004, 1.1909, -2.5073)
H (-1.8823, -2.6559, -2.1330)
H (-1.8943, -1.4201, -3.5967)
H (-5.1488, -0.6640, 0.7669)
H (-5.8627, 0.4738, -1.1487)
C (4.3114, 3.9918, 3.7006)
O (4.8611, 2.7624, 4.1701)
C (4.0396, 1.6921, 4.0255)
O (2.9174, 1.7093, 3.5445)
O (4.6828, 0.5994, 4.5087)
C (3.9322, -0.6102, 4.4209)
H (5.0529, 4.7784, 3.8656)
H (4.1016, 3.9360, 2.6276)
H (3.4064, 4.2489, 4.2605)
H (3.7072, -0.8499, 3.3767)
H (3.0121, -0.5370, 5.0097)
H (4.5423, -1.4173, 4.8353)
C (3.6776, 0.6044, 7.4292)
O (4.4456, -0.2732, 8.2503)
C (3.7391, -0.8691, 9.2439)
O (2.5497, -0.7128, 9.4713)
O (4.5852, -1.6691, 9.9405)
C (3.9749, -2.3656, 11.0253)
H (4.3425, 1.0246, 6.6695)
H (2.8775, 0.0564, 6.9213)
H (3.2683, 1.4286, 8.0223)
H (3.1865, -3.0322, 10.6611)
H (3.5775, -1.6601, 11.7621)
H (4.7426, -2.9740, 11.5110)
C (-0.2224, 5.9555, -6.7687)
O (0.5456, 5.0778, -5.9477)
C (-0.1609, 4.4819, -4.9541)
O (-1.3503, 4.6382, -4.7267)
O (0.6852, 3.6819, -4.2574)
C (0.0749, 2.9855, -3.1727)
H (0.4425, 6.3756, -7.5284)
H (-1.0225, 5.4074, -7.2766)
H (-0.6317, 6.7796, -6.1756)
H (-0.7135, 2.3188, -3.5369)
H (-0.3225, 3.6909, -2.4359)
H (0.8426, 2.3770, -2.6870)
C (-3.2545, -4.3842, -4.3099)
O (-2.8174, -3.6573, -5.4565)
C (-2.8553, -4.3648, -6.6139)
O (-3.2200, -5.5238, -6.7342)
O (-2.4170, -3.5593, -7.6141)
C (-2.4026, -4.1755, -8.9002)
H (-3.1823, -3.7223, -3.4424)
H (-4.2992, -4.6913, -4.4226)
H (-2.6110, -5.2525, -4.1348)
H (-3.4133, -4.4743, -9.1964)
H (-1.7251, -5.0355, -8.9086)
H (-2.0354, -3.4414, -9.6226)

Its LUMO energy is -0.31 eV. The frontier orbital gap comes out at 8.3 eV. For the energy, the calculation gives -74182.508 eV.



Q: Which of these has the highest energy?
A: C20H35N7RuSSb2



Q: energy of number 1 (C20H35N7RuSSb2)?
A: -58203.226 eV



Q: Which formula does entry 1 have?
A: C20H35N7RuSSb2